{"formula": "C38H81Br3N5OS", "method": "wB97M-V/def2-TZVPD", "charge": 1, "lumo_energy_ev": -3.72, "species": ["C", "O", "C", "C", "C", "C", "C", "N", "C", "C", "C", "N", "C", "N", "C", "C", "Br", "C", "C", "Br", "N", "S", "N", "Br", "H", "H", "H", "H", "H", "H", "H", "H", "H", "H", "H", "H", "H", "H", "H", "H", "H", "H", "H", "H", "H", "H", "H", "H", "H", "C", "C", "C", "C", "C", "C", "H", "H", "H", "H", "H", "H", "H", "H", "H", "H", "H", "H", "H", "H", "C", "C", "C", "C", "C", "C", "H", "H", "H", "H", "H", "H", "H", "H", "H", "H", "H", "H", "H", "H", "C", "C", "C", "C", "C", "C", "H", "H", "H", "H", "H", "H", "H", "H", "H", "H", "H", "H", "H", "H", "C", "C", "C", "C", "C", "C", "H", "H", "H", "H", "H", "H", "H", "H", "H", "H", "H", "H", "H", "H"], "xyz": [[-0.16910, -6.05663, 1.97640], [0.15172, -4.68730, 2.06483], [-0.77648, -3.85684, 1.40574], [-0.24405, -3.30963, 0.07252], [-1.44307, -3.05576, -0.85934], [-1.98142, -4.36828, -1.43829], [-2.60097, -4.25356, -2.85914], [-3.84316, -5.01915, -2.99357], [-3.72530, -6.38630, -3.56336], [-4.40224, -6.55510, -4.91475], [-4.68246, -8.05508, -5.20088], [-3.66368, -9.01395, -4.76758], [-5.05172, -4.65958, -2.62424], [-6.12806, -5.43811, -2.70283], [-7.17316, -4.80619, -2.24098], [-8.51345, -5.38926, -2.17496], [-9.98870, -4.26852, -2.56451], [-8.75922, -6.68281, -1.88599], [-10.13611, -7.25904, -1.86933], [-7.41629, -7.93102, -1.45722], [-6.81282, -3.54585, -1.83464], [-7.69156, -2.28478, -1.11328], [-5.43678, -3.45464, -2.10052], [-4.54493, -1.88614, -1.75439], [-0.16119, -6.40535, 0.94056], [-1.16489, -6.25637, 2.37784], [0.55502, -6.58536, 2.58213], [-1.02710, -2.99918, 2.02750], [-1.71091, -4.40327, 1.26131], [0.18081, -2.33757, 0.30060], [0.47508, -3.98612, -0.37379], [-1.20102, -2.33032, -1.63202], [-2.20487, -2.60861, -0.22334], [-1.15800, -5.07367, -1.50057], [-2.72252, -4.82356, -0.78938], [-1.90260, -4.72360, -3.53616], [-2.69947, -3.22768, -3.19194], [-4.19126, -7.06970, -2.85828], [-2.68285, -6.65563, -3.63191], [-3.76756, -6.21138, -5.72741], [-5.36253, -6.05940, -4.94757], [-5.59626, -8.33643, -4.68497], [-4.83601, -8.20942, -6.26380], [-3.76160, -9.27041, -3.79961], [-2.72253, -8.71388, -4.97043], [-10.06925, -8.33743, -1.87208], [-10.64908, -6.95354, -2.77489], [-10.70586, -6.90612, -1.01625], [-7.34572, -2.51955, 0.16741], [3.14546, -2.14394, 2.25231], [3.31209, -1.95414, 0.74704], [4.68790, -1.42643, 0.34504], [5.03216, -0.04313, 0.89872], [4.04575, 1.06247, 0.52616], [3.95573, 1.31341, -0.97591], [3.24338, -1.20047, 2.79118], [2.16055, -2.55481, 2.48275], [3.89307, -2.83762, 2.64065], [2.52747, -1.28854, 0.37328], [3.15459, -2.91854, 0.25510], [4.75634, -1.41092, -0.74647], [5.45103, -2.13442, 0.68199], [6.02773, 0.23469, 0.53943], [5.11136, -0.09397, 1.98795], [4.36405, 1.98654, 1.01472], [3.05143, 0.83484, 0.92137], [4.93050, 1.58721, -1.38413], [3.26334, 2.13162, -1.18188], [3.59455, 0.43397, -1.51194], [-0.50914, 0.93461, -7.30866], [-1.93921, 0.79829, -6.79330], [-2.04067, 0.02207, -5.48166], [-1.56423, -1.42962, -5.55501], [-2.28062, -2.29340, -6.59270], [-3.77686, -2.43632, -6.33094], [-0.06383, -0.03602, -7.53180], [-0.48719, 1.52274, -8.22595], [0.12224, 1.43797, -6.57417], [-2.56215, 0.32971, -7.55999], [-2.35296, 1.79681, -6.63487], [-3.07823, 0.05042, -5.13264], [-1.45318, 0.54017, -4.71705], [-1.69227, -1.88470, -4.56450], [-0.49054, -1.45280, -5.75643], [-1.82478, -3.28764, -6.58812], [-2.12192, -1.89168, -7.59548], [-3.95480, -2.87684, -5.34341], [-4.23982, -3.08611, -7.07453], [-4.28896, -1.47432, -6.37227], [5.57260, 4.80768, 0.44509], [4.11173, 5.01802, 0.83330], [3.63576, 6.45741, 0.64508], [4.36512, 7.49349, 1.50133], [4.30754, 7.23834, 3.00642], [2.89147, 7.26469, 3.57495], [6.24509, 5.39966, 1.06681], [5.84997, 3.75912, 0.56748], [5.74029, 5.08065, -0.59863], [3.95667, 4.69735, 1.86748], [3.48990, 4.36484, 0.21391], [2.56225, 6.50464, 0.84917], [3.75234, 6.73429, -0.40743], [3.93603, 8.47822, 1.29215], [5.41222, 7.55209, 1.19213], [4.90151, 8.00680, 3.50844], [4.78103, 6.28229, 3.24730], [2.41353, 8.22779, 3.38479], [2.91453, 7.10757, 4.65422], [2.26726, 6.48128, 3.14198], [5.38597, 6.54534, 7.25696], [3.92457, 6.74741, 7.64824], [3.44605, 8.18826, 7.48129], [4.16936, 9.21874, 8.34942], [4.11052, 8.94946, 9.85212], [2.69294, 8.96473, 10.41724], [6.05730, 7.13179, 7.88539], [5.67111, 5.49750, 7.36114], [5.55272, 6.83557, 6.21687], [3.77009, 6.41343, 8.67768], [3.30178, 6.10162, 7.02239], [2.37224, 8.22976, 7.68537], [3.56296, 8.47895, 6.43242], [3.73637, 10.20361, 8.14877], [5.21689, 9.28467, 8.04259], [4.70022, 9.71513, 10.36231], [4.58727, 7.99330, 10.08440], [2.21136, 9.92706, 10.23292], [2.70672, 8.79951, 11.49530], [2.07263, 8.18384, 9.97473]], "lowdin_charge": [-0.10, -0.18, -0.24, -0.16, -0.23, -0.16, -0.16, -0.01, -0.14, -0.17, -0.26, 0.00, -0.34, 0.18, -0.35, -0.64, 0.84, -0.73, -0.16, 0.84, -0.44, 0.83, -0.41, 0.97, 0.08, 0.09, 0.09, 0.13, 0.10, 0.10, 0.12, 0.11, 0.07, 0.11, 0.11, 0.12, 0.04, 0.11, 0.12, 0.11, 0.10, 0.10, 0.11, 0.06, 0.07, 0.06, 0.07, 0.10, -0.09, -0.10, -0.28, -0.23, -0.22, -0.27, -0.11, 0.07, 0.06, 0.08, 0.09, 0.10, 0.10, 0.11, 0.11, 0.10, 0.08, 0.10, 0.08, 0.06, 0.06, -0.11, -0.27, -0.23, -0.22, -0.26, -0.10, 0.07, 0.07, 0.08, 0.10, 0.11, 0.10, 0.11, 0.08, 0.11, 0.10, 0.10, 0.05, 0.07, 0.07, -0.10, -0.27, -0.23, -0.23, -0.27, -0.10, 0.07, 0.06, 0.08, 0.10, 0.09, 0.10, 0.11, 0.11, 0.10, 0.10, 0.10, 0.08, 0.05, 0.07, -0.10, -0.27, -0.23, -0.23, -0.27, -0.11, 0.07, 0.07, 0.07, 0.10, 0.10, 0.10, 0.09, 0.11, 0.10, 0.10, 0.10, 0.07, 0.07, 0.06]}

{"formula": "C3H5FI2O", "method": "wB97M-V/def2-TZVPD", "charge": 0, "lumo_energy_ev": -0.47, "species": ["C", "C", "C", "O", "F", "I", "I", "H", "H", "H", "H", "H"], "xyz": [[-1.30882, -0.63061, -0.21913], [-0.19169, 0.27033, 0.43347], [1.12055, -0.07818, -0.28150], [-0.58399, 1.61154, 0.35585], [1.06258, 0.08199, -1.62065], [2.54445, 1.39103, 0.32617], [1.80481, -2.07861, 0.34552], [-1.47019, -0.33510, -1.34597], [-2.33311, -0.70141, 0.15577], [-0.91095, -1.74847, -0.04208], [0.08762, -0.02380, 1.46967], [0.17874, 2.24129, 0.42290]], "lowdin_charge": [-0.07, -0.59, -1.25, -0.09, -0.10, 0.93, 0.82, 0.12, 0.06, 0.05, 0.11, 0.01]}

{"formula": "H39O19", "method": "wB97M-V/def2-TZVPD", "charge": 1, "lumo_energy_ev": -3.26, "species": ["O", "H", "H", "O", "H", "H", "O", "H", "H", "O", "H", "H", "O", "H", "H", "O", "H", "H", "O", "H", "H", "O", "H", "O", "H", "H", "O", "H", "H", "O", "H", "H", "O", "H", "H", "O", "H", "H", "O", "H", "H", "O", "H", "H", "O", "H", "H", "O", "H", "H", "O", "H", "H", "O", "H", "H", "H", "H"], "xyz": [[1.58955, 3.78269, -2.44107], [2.76508, -2.39110, 1.41971], [0.65911, 3.95002, -2.44090], [-4.00331, 0.02170, 1.52018], [-4.75318, -0.29409, 2.02713], [-4.34749, 0.20448, 0.60828], [0.19834, -1.28315, 1.89710], [-0.15032, -0.89441, 2.56805], [1.11701, -0.88822, 1.78705], [-2.93015, -2.44154, 1.91587], [-2.75232, -1.68492, 2.57177], [2.29753, -1.23531, 3.69459], [1.27082, 3.36598, 2.40327], [0.19669, 3.33250, 2.59820], [1.34215, 2.57501, 1.62389], [-3.61722, 2.97969, -2.31998], [-3.16032, 3.22557, -3.11528], [-3.22301, 3.54705, -1.77719], [0.62068, -3.69422, 0.13568], [2.28753, -2.99264, 2.70579], [0.93631, -3.31909, -0.73620], [2.46225, -3.33265, 1.81368], [1.40523, -3.44844, 0.91087], [-1.85088, -1.78724, -2.49993], [-2.16193, -2.18855, -3.26699], [-1.51093, -2.49105, -2.00552], [-3.69585, -1.15355, -0.79736], [-3.09364, -1.24462, -1.46353], [3.05793, 0.29053, -2.52785], [2.14897, -3.23807, -1.77288], [-0.12206, -3.19657, 0.13059], [2.76342, -3.97816, -1.22061], [2.65753, -0.55600, 2.98620], [2.69685, 0.25608, 3.48248], [2.45403, -2.32586, -1.73057], [-1.41255, -0.68308, 3.97159], [-3.31836, -1.64069, -0.03019], [1.97410, 4.38308, -1.85925], [-2.06405, 3.32368, 0.08953], [-1.96349, 2.71083, 0.94155], [-2.10058, -2.19596, 1.48307], [1.07986, 1.27716, 0.38495], [0.78771, 2.01130, 0.00421], [0.47808, 1.09666, 1.07567], [-1.00968, 3.05518, -3.16001], [1.49655, 1.45937, -3.71679], [-1.79195, 2.84587, -2.61743], [2.38941, 1.51321, -4.06449], [-1.12164, 2.84420, -4.08599], [2.84687, 2.18543, -3.55636], [2.58604, -0.14972, -1.81205], [1.80467, 0.21500, -1.66517], [-1.16196, -0.95560, 4.85576], [3.26807, -1.31878, 0.56680], [3.48663, -1.26897, -0.37016], [3.82727, -1.05081, 1.25677], [-2.27337, 0.01828, 4.10297], [-1.36204, 2.85251, -0.47950]], "lowdin_charge": [-0.01, 0.03, 0.00, -0.09, 0.04, 0.06, 0.00, -0.12, 0.04, -0.09, 0.04, 0.14, -0.20, 0.11, 0.07, 0.03, 0.03, -0.06, 0.18, 0.07, 0.07, -0.03, 0.10, 0.03, 0.05, 0.02, -0.04, -0.08, 0.06, -0.07, 0.05, 0.21, -0.06, 0.07, 0.01, -0.11, 0.02, 0.02, -0.10, 0.11, 0.00, 0.04, -0.04, 0.02, -0.04, 0.02, 0.00, -0.05, 0.07, 0.03, 0.02, -0.04, 0.05, -0.01, 0.06, 0.05, 0.19, 0.05]}

{"formula": "C3H5N4O", "method": "wB97M-V/def2-TZVPD", "charge": 1, "lumo_energy_ev": [-4.89, -4.90], "species": ["C", "C", "C", "N", "N", "N", "N", "O", "H", "H", "H", "H", "H"], "xyz": [[-0.48935, -0.61419, -0.36186], [-0.46539, 0.93033, -0.15048], [1.80703, 0.94864, -0.16084], [3.45934, -0.69456, -0.09174], [2.63498, 0.13066, 0.03878], [0.65717, 1.58353, -0.07507], [-0.30359, -1.31075, 0.66616], [-1.58957, 1.56753, 0.18449], [-0.94027, -1.00167, -1.30679], [4.44499, -0.54256, 0.22489], [0.63801, 2.55318, 0.29910], [-0.44742, -2.35401, 0.67877], [-2.29167, 0.89644, 0.22094]], "lowdin_charge": [-0.13, -0.22, -0.03, 0.14, -0.08, 0.18, 0.17, 0.18, 0.15, 0.14, 0.22, 0.12, 0.15]}

{"formula": "C2H3F3Si", "method": "wB97M-V/def2-TZVPD", "charge": 0, "lumo_energy_ev": 0.63, "smiles": "F[SiH3].FC#CF", "species": ["C", "C", "F", "F", "F", "Si", "H", "H", "H"], "xyz": [[-1.97987, -0.15406, 0.15830], [-1.43974, -1.06254, -0.43051], [1.00379, 0.64336, -1.34987], [-2.60680, 0.96454, 0.46029], [-0.80883, -2.17055, -0.54213], [1.43821, 0.61381, 0.18119], [2.90059, 0.75372, 0.49838], [1.20573, -0.88134, 0.30776], [0.28692, 1.29306, 0.71659]], "lowdin_charge": [-0.11, -0.17, -0.29, 0.09, 0.11, 0.57, -0.07, -0.06, -0.07]}

{"formula": "C4H12", "method": "wB97M-V/def2-TZVPD", "spin_multiplicity": 2, "charge": -1, "lumo_energy_ev": [4.38, 4.48], "species": ["C", "C", "H", "H", "H", "H", "H", "H", "C", "C", "H", "H", "H", "H", "H", "H"], "xyz": [[-0.45717, 0.57274, 1.68638], [-1.74967, 0.04661, 1.03667], [-0.68777, 0.77273, 2.73693], [0.46151, 0.01633, 1.54281], [-0.27040, 1.60162, 1.38400], [-1.46479, -0.62308, 0.21702], [-2.43637, -0.45234, 1.71539], [-2.22292, 0.82223, 0.49246], [1.37212, -0.99334, -1.05830], [0.76811, 0.34350, -1.55629], [0.56692, -1.62597, -0.70270], [1.95333, -1.47576, -1.84602], [2.04941, -0.94963, -0.20431], [1.23834, 1.20248, -1.07569], [1.16636, 0.49317, -2.58055], [-0.28700, 0.24870, -1.78781]], "mulliken_spin": [0.36, 0.69, -0.31, -0.08, 0.01, -0.02, -0.42, -0.11, 2.41, 1.08, 0.06, -1.50, -0.04, -0.36, -0.25, -0.52]}

What did the sixth record say?
{"formula": "C4H12", "method": "wB97M-V/def2-TZVPD", "spin_multiplicity": 2, "charge": -1, "lumo_energy_ev": [4.38, 4.48], "species": ["C", "C", "H", "H", "H", "H", "H", "H", "C", "C", "H", "H", "H", "H", "H", "H"], "xyz": [[-0.45717, 0.57274, 1.68638], [-1.74967, 0.04661, 1.03667], [-0.68777, 0.77273, 2.73693], [0.46151, 0.01633, 1.54281], [-0.27040, 1.60162, 1.38400], [-1.46479, -0.62308, 0.21702], [-2.43637, -0.45234, 1.71539], [-2.22292, 0.82223, 0.49246], [1.37212, -0.99334, -1.05830], [0.76811, 0.34350, -1.55629], [0.56692, -1.62597, -0.70270], [1.95333, -1.47576, -1.84602], [2.04941, -0.94963, -0.20431], [1.23834, 1.20248, -1.07569], [1.16636, 0.49317, -2.58055], [-0.28700, 0.24870, -1.78781]], "mulliken_spin": [0.36, 0.69, -0.31, -0.08, 0.01, -0.02, -0.42, -0.11, 2.41, 1.08, 0.06, -1.50, -0.04, -0.36, -0.25, -0.52]}